(1)
Here is a single C8H8BN3O2S molecule at a distorted geometry from the Open Molecules 2025 dataset. Energies are from ωB97M-V/def2-TZVPD.

Values from the calculation:
Maximum force, eV/Å: 4.3
HOMO-LUMO gap, eV: 8.041
Lowest unoccupied orbital energy, eV: 0.13
Electronic energy, hartree: -1047.47162
Net charge: 0
ΔE to the lowest compared entry with this formula, charge and spin, kcal per mole: 0.0

Last column: Löwdin charge in e.
Geometry (Å):
C (0.85, 3.21, -0.34)  0.0157
C (1.42, 2.04, -0.13)  -0.1114
N (0.61, 0.84, 0.03)  -0.0502
N (-0.74, 0.85, 0.12)  0.0971
C (-1.15, -0.44, 0.13)  -0.2630
C (-2.60, -0.62, 0.14)  -0.5132
N (-3.26, -1.72, 0.05)  0.0379
C (-4.55, -1.48, -0.18)  -0.2898
C (-4.93, -0.16, -0.27)  -0.4390
S (-3.60, 0.84, 0.06)  1.0236
C (-0.07, -1.35, 0.15)  0.0457
C (1.06, -0.59, 0.00)  0.0014
B (2.40, -1.30, -0.02)  -0.7323
O (3.54, -0.62, 0.16)  0.2190
O (2.30, -2.58, -0.38)  0.1756
H (1.41, 4.02, -0.58)  0.0103
H (-0.33, 3.42, -0.32)  0.1120
H (2.46, 1.94, -0.25)  0.0958
H (-5.14, -2.40, -0.15)  0.1056
H (-6.03, 0.16, -0.50)  0.1045
H (-0.13, -2.39, 0.08)  0.1045
H (4.35, -1.03, 0.32)  0.0855
H (2.93, -3.37, -0.22)  0.1646


(2)
Here is a single C5H11N molecule at a distorted geometry from the Open Molecules 2025 dataset. Energies are from ωB97M-V/def2-TZVPD.

Values from the calculation:
Maximum force, eV/Å: 3.5
HOMO-LUMO gap, eV: 9.412
Lowest unoccupied orbital energy, eV: 1.17
Electronic energy, hartree: -251.81373
Net charge: 0
ΔE to the lowest compared entry with this formula, charge and spin, kcal per mole: 30.6

Last column: Löwdin charge in e.
Geometry (Å):
C (-0.86, -1.23, -1.38)  -0.0832
N (-0.94, -0.14, -0.40)  -0.1974
C (-0.07, 1.03, -0.66)  -0.2247
C (1.20, 0.82, 0.10)  -0.1836
C (0.57, 0.32, 1.46)  -0.1700
C (-0.57, -0.52, 0.96)  -0.2270
H (-0.75, -2.16, -0.85)  0.0677
H (-0.05, -1.03, -2.08)  0.0801
H (-1.79, -1.26, -1.96)  0.0740
H (-0.11, 1.31, -1.71)  0.1143
H (-0.51, 1.96, -0.27)  0.1169
H (1.74, 1.77, 0.17)  0.1036
H (2.04, 0.20, -0.22)  0.1043
H (0.41, 1.12, 2.18)  0.1026
H (1.46, -0.17, 1.90)  0.1033
H (-0.38, -1.60, 1.07)  0.1061
H (-1.41, -0.41, 1.68)  0.1131


(3)
Here is a single C5H7NS molecule at a distorted geometry from the Open Molecules 2025 dataset. Energies are from ωB97M-V/def2-TZVPD.

Values from the calculation:
Maximum force, eV/Å: 5.0
HOMO-LUMO gap (alpha / beta), eV: 8.130 / 8.129
Lowest unoccupied orbital energy (alpha / beta), eV: 0.46 / 0.46
Electronic energy, hartree: -647.53729
Net charge: 0
ΔE to the lowest compared entry with this formula, charge and spin, kcal per mole: 75.1

Last column: Löwdin charge in e.
Geometry (Å):
C (-0.91, -1.09, -0.74)  -0.1403
C (-0.36, 0.23, -1.27)  -0.2161
C (0.90, 0.63, -0.48)  -0.2600
C (0.85, 0.63, 1.09)  -0.4547
C (-0.52, -0.81, 1.60)  -0.4274
N (-0.90, -1.43, 0.50)  -0.0129
S (-0.70, 0.99, 1.86)  0.8324
H (-1.56, -1.57, -1.46)  0.1008
H (-0.30, 0.30, -2.39)  0.1229
H (-1.23, 0.91, -1.00)  0.1115
H (1.86, 0.04, -0.91)  0.1458
H (1.08, 1.72, -0.75)  0.1073
H (1.77, 0.71, 1.63)  0.0529
H (0.02, -1.28, 2.33)  0.0380


(4)
Here is C46H45IN4O2TeTi as an isolated structure at a distorted geometry from the Open Molecules 2025 dataset. Energies are from ωB97M-V/def2-TZVPD.

Values from the calculation:
Maximum force, eV/Å: 1.4
HOMO-LUMO gap (alpha / beta), eV: 3.700 / 4.483
Multiplicity: 3
Lowest unoccupied orbital energy (alpha / beta), eV: 3.76 / 3.74
⟨S²⟩: 2.02
Electronic energy, hartree: -3564.52492
Net charge: -2
ΔE to the lowest compared entry with this formula, charge and spin, kcal per mole: 0.0

Last column: Mulliken spin population.
Geometry (Å):
Ti (-0.02, 0.06, -0.39)  0.1138
C (2.32, 2.79, 0.05)  0.0640
O (1.55, 1.72, 0.58)  -0.1262
C (1.46, 1.64, 1.95)  0.0783
C (2.15, 2.45, 2.82)  -0.0091
C (2.01, 2.29, 4.21)  0.0079
C (1.17, 1.30, 4.69)  -0.0037
C (0.46, 0.49, 3.81)  0.0119
C (0.59, 0.65, 2.44)  -0.0241
N (-0.17, -0.08, 1.53)  -0.0024
N (-1.01, -0.96, 2.19)  0.0119
C (-2.09, -1.39, 1.58)  -0.0165
C (-2.48, -1.23, 0.24)  -0.0182
O (-1.55, -0.79, -0.66)  -0.0523
C (-3.75, -1.54, -0.22)  -0.0132
C (-4.67, -2.17, 0.58)  0.0138
C (-4.29, -2.56, 1.90)  -0.0044
C (-5.16, -3.29, 2.74)  -0.0017
C (-4.78, -3.67, 3.99)  -0.0004
C (-3.49, -3.35, 4.47)  0.0024
C (-2.64, -2.63, 3.68)  -0.0009
C (-3.02, -2.20, 2.40)  0.0019
H (1.88, 3.74, 0.35)  0.0108
H (2.32, 2.70, -1.03)  -0.0421
H (3.35, 2.70, 0.42)  0.0057
H (2.84, 3.21, 2.46)  -0.0004
H (2.57, 2.92, 4.88)  0.0010
H (1.05, 1.16, 5.76)  -0.0001
H (-0.21, -0.28, 4.17)  0.0003
H (-3.99, -1.31, -1.25)  0.0027
H (-5.65, -2.43, 0.21)  0.0011
H (-6.13, -3.56, 2.36)  -0.0002
H (-5.46, -4.25, 4.61)  0.0000
H (-3.17, -3.68, 5.45)  0.0003
H (-1.64, -2.37, 4.01)  0.0015
C (0.42, -5.52, -0.12)  -0.0004
Te (-0.64, -3.66, 0.23)  0.0016
C (-1.75, -3.93, -1.60)  0.0038
H (1.02, -5.44, -1.03)  0.0002
H (-0.29, -6.34, -0.19)  -0.0001
H (1.09, -5.71, 0.72)  0.0001
H (-2.33, -4.85, -1.55)  0.0005
H (-1.06, -3.96, -2.45)  0.0031
H (-2.43, -3.08, -1.72)  -0.0037
C (-3.28, 2.54, -0.32)  0.1669
C (-1.81, 2.91, -0.06)  0.1027
C (-1.56, 2.92, 1.45)  0.0487
C (-0.97, 1.90, -0.79)  0.6409
C (-1.56, 4.32, -0.60)  -0.0451
C (-0.41, 4.62, -1.34)  0.0251
C (-0.18, 5.89, -1.83)  0.0245
C (-1.07, 6.92, -1.59)  0.0021
C (-2.21, 6.65, -0.83)  0.0002
C (-2.45, 5.37, -0.35)  -0.0063
H (-3.44, 1.49, -0.05)  -0.0826
H (-3.54, 2.66, -1.37)  0.0095
H (-3.97, 3.15, 0.28)  0.0072
H (-1.73, 1.93, 1.87)  -0.0028
H (-2.23, 3.63, 1.95)  -0.0004
H (-0.54, 3.21, 1.69)  0.0008
H (-1.17, 1.98, -1.87)  -0.0650
H (0.28, 3.82, -1.55)  0.0722
H (0.71, 6.08, -2.42)  0.0006
H (-0.90, 7.91, -1.98)  0.0000
H (-2.92, 7.44, -0.63)  0.0000
H (-3.35, 5.18, 0.21)  0.0030
C (3.10, -4.59, -2.76)  -0.0026
C (1.87, -3.95, -2.95)  -0.0196
C (1.51, -2.85, -2.21)  -0.0033
C (2.37, -2.30, -1.23)  0.0223
C (3.61, -2.94, -1.05)  -0.0041
C (3.96, -4.06, -1.80)  0.0010
N (1.97, -1.24, -0.44)  -0.0099
C (3.05, -0.61, 0.20)  0.0100
C (4.02, 0.03, -0.58)  -0.0003
C (5.09, 0.68, 0.00)  -0.0001
C (5.22, 0.70, 1.39)  0.0030
C (4.29, 0.03, 2.16)  -0.0054
C (3.20, -0.62, 1.58)  0.0021
H (3.36, -5.46, -3.33)  0.0000
H (1.17, -4.34, -3.68)  -0.0039
H (0.55, -2.38, -2.38)  -0.0218
H (4.30, -2.58, -0.30)  -0.0004
H (4.93, -4.53, -1.62)  -0.0001
H (3.92, -0.01, -1.66)  0.0159
H (5.83, 1.17, -0.62)  0.0000
H (6.06, 1.20, 1.85)  0.0001
H (4.37, 0.03, 3.24)  0.0004
H (2.47, -1.14, 2.19)  0.0013
I (-1.96, -1.17, -5.92)  -0.0009
C (-0.53, -0.23, -4.67)  -0.1495
C (0.47, 0.58, -5.26)  0.4875
C (1.38, 1.16, -4.34)  -0.0851
C (1.29, 0.89, -3.00)  0.3263
N (0.32, 0.10, -2.45)  0.2525
C (-0.59, -0.44, -3.32)  0.2348
H (0.51, 0.76, -6.32)  0.0724
H (2.18, 1.80, -4.69)  -0.0023
H (2.02, 1.29, -2.32)  -0.0530
H (-1.38, -1.05, -2.90)  0.0112


(5)
Here is C37H54IrNO2 as an isolated structure from the Open Molecules 2025 dataset. Energies are from ωB97M-V/def2-TZVPD.

Values from the calculation:
Maximum force, eV/Å: 0.5
HOMO-LUMO gap (alpha / beta), eV: 7.965 / 6.310
Multiplicity: 2
Lowest unoccupied orbital energy (alpha / beta), eV: -2.70 / -4.33
⟨S²⟩: 0.79
Electronic energy, hartree: -1751.65481
Net charge: +1
ΔE to the lowest compared entry with this formula, charge and spin, kcal per mole: 0.0

Last column: Mulliken spin population.
Geometry (Å):
Ir (0.77, 0.11, -0.34)  0.0235
C (1.94, 1.52, -1.37)  -0.0037
C (1.18, 2.25, -0.36)  -0.0077
C (1.63, 1.76, 0.92)  -0.0046
C (2.62, 0.73, 0.64)  -0.0088
C (2.86, 0.64, -0.75)  0.0217
C (3.95, -0.17, -1.41)  -0.0025
C (3.66, -0.43, -2.89)  0.0012
C (5.22, 0.70, -1.29)  -0.0007
C (4.20, -1.49, -0.67)  -0.0002
C (1.40, 2.25, 2.36)  -0.0070
C (1.87, 3.71, 2.48)  0.0008
C (-0.03, 2.06, 2.86)  0.0020
C (2.32, 1.47, 3.32)  -0.0005
C (0.36, 3.46, -0.82)  -0.0016
C (-0.86, 3.82, 0.03)  0.0002
C (-0.18, 3.19, -2.23)  0.0001
C (1.34, 4.64, -0.90)  0.0001
H (1.86, 1.67, -2.44)  -0.0002
H (3.17, 0.19, 1.39)  0.0001
H (3.63, 0.51, -3.46)  0.0001
H (2.72, -0.95, -3.03)  -0.0003
H (4.46, -1.04, -3.32)  0.0000
H (5.08, 1.66, -1.79)  0.0001
H (6.05, 0.19, -1.77)  0.0000
H (5.48, 0.88, -0.25)  -0.0001
H (3.32, -2.13, -0.69)  -0.0003
H (4.48, -1.32, 0.37)  0.0001
H (5.03, -2.02, -1.14)  0.0000
H (1.23, 4.42, 1.95)  -0.0006
H (2.89, 3.82, 2.11)  0.0000
H (1.87, 3.99, 3.54)  0.0001
H (-0.76, 2.60, 2.27)  -0.0019
H (-0.10, 2.43, 3.89)  0.0005
H (-0.30, 1.00, 2.86)  -0.0018
H (3.38, 1.64, 3.09)  -0.0004
H (2.14, 0.40, 3.31)  0.0008
H (2.15, 1.82, 4.34)  0.0000
H (-1.55, 2.98, 0.10)  -0.0022
H (-1.39, 4.64, -0.47)  -0.0003
H (-0.62, 4.17, 1.03)  0.0000
H (-0.75, 2.25, -2.28)  -0.0004
H (0.61, 3.15, -2.98)  0.0001
H (-0.84, 4.01, -2.52)  0.0000
H (1.75, 4.91, 0.07)  0.0000
H (0.82, 5.51, -1.31)  -0.0002
H (2.18, 4.40, -1.57)  0.0000
C (0.78, -3.70, -2.57)  -0.0005
C (0.23, -2.45, -1.98)  -0.0144
O (1.06, -1.72, -1.39)  -0.0078
C (-1.17, -2.13, -2.14)  0.0215
C (-2.06, -3.12, -2.60)  -0.0059
C (-3.36, -2.82, -2.90)  0.0023
C (-3.79, -1.48, -2.81)  -0.0067
C (-2.94, -0.49, -2.40)  0.0028
C (-1.62, -0.79, -2.00)  -0.0012
O (-0.89, 0.19, -1.57)  0.0012
H (1.86, -3.72, -2.45)  -0.0012
H (0.53, -3.79, -3.63)  0.0007
H (0.36, -4.57, -2.06)  0.0000
H (-1.71, -4.14, -2.69)  0.0003
H (-4.05, -3.59, -3.22)  -0.0002
H (-4.81, -1.23, -3.09)  0.0000
H (-3.26, 0.55, -2.33)  0.0043
C (-4.25, 2.06, 0.65)  -0.0015
C (-3.72, 0.65, 0.72)  -0.0382
C (-4.62, -0.42, 0.77)  0.2275
C (-4.20, -1.75, 0.83)  -0.0016
C (-5.18, -2.88, 0.79)  -0.0088
C (-2.84, -2.00, 0.90)  0.0924
C (-1.89, -0.95, 0.87)  0.0374
C (-2.37, 0.37, 0.73)  0.0398
N (-0.54, -1.16, 0.96)  0.5679
C (-0.09, -2.35, 1.75)  -0.0580
C (1.29, -2.06, 2.31)  0.0129
C (0.02, -3.61, 0.89)  0.0579
C (-1.03, -2.62, 2.94)  0.0214
H (-5.07, 2.11, -0.06)  -0.0047
H (-3.48, 2.77, 0.33)  0.0005
H (-4.62, 2.38, 1.62)  -0.0026
H (-5.69, -0.21, 0.75)  -0.0046
H (-6.20, -2.52, 0.86)  -0.0034
H (-5.01, -3.58, 1.61)  -0.0012
H (-5.08, -3.44, -0.14)  -0.0025
H (-2.51, -3.03, 0.90)  0.0180
H (-1.64, 1.16, 0.68)  0.0559
H (2.00, -1.78, 1.53)  -0.0002
H (1.67, -2.97, 2.80)  -0.0037
H (1.23, -1.27, 3.06)  0.0039
H (0.88, -3.57, 0.23)  0.0020
H (-0.88, -3.77, 0.28)  -0.0027
H (0.13, -4.47, 1.55)  -0.0040
H (-1.36, -1.69, 3.41)  0.0013
H (-0.46, -3.19, 3.69)  0.0002
H (-1.90, -3.22, 2.69)  -0.0021


(6)
Here is a single C5H15N3 molecule at a distorted geometry from the Open Molecules 2025 dataset. Energies are from ωB97M-V/def2-TZVPD.

Values from the calculation:
Maximum force, eV/Å: 6.8
HOMO-LUMO gap, eV: 8.861
Lowest unoccupied orbital energy, eV: 1.09
Electronic energy, hartree: -363.66819
Net charge: 0
ΔE to the lowest compared entry with this formula, charge and spin, kcal per mole: 74.6

Last column: Löwdin charge in e.
Geometry (Å):
C (-0.78, 2.83, -1.22)  -0.1384
N (-0.88, 1.43, -0.66)  -0.1108
C (0.52, 0.97, -0.23)  -0.1747
C (0.74, -0.37, 0.63)  -0.3764
C (2.29, -0.61, 1.00)  -0.0500
N (0.18, -1.46, -0.09)  -0.1299
C (-0.82, -2.32, 0.47)  -0.2938
N (-2.09, -1.60, 0.45)  -0.0082
H (-1.88, 3.25, -1.16)  0.1022
H (-0.15, 3.46, -0.60)  0.0477
H (-0.38, 2.95, -2.26)  0.0719
H (-1.28, 0.75, -1.14)  0.0071
H (0.78, 1.84, 0.54)  0.1379
H (1.23, 0.94, -1.11)  0.1153
H (0.10, -0.48, 1.58)  0.1467
H (2.46, -0.41, 2.03)  0.0377
H (2.99, 0.06, 0.43)  0.0695
H (2.56, -1.65, 0.69)  0.0737
H (0.39, -1.37, -1.04)  0.0884
H (-0.84, -3.25, -0.28)  0.1478
H (-0.35, -2.70, 1.37)  0.1035
H (-2.21, -0.79, 1.07)  0.0632
H (-2.59, -1.46, -0.45)  0.0694


- Which formula does entry 1 have?
  C8H8BN3O2S